Entry from the OMol25 dataset: a structure of composition C22H24F3O2V at a distorted geometry (ωB97M-V with the def2-TZVPD basis set).

The electronic energy is -61126.7862 eV. The value obtained for the gap between HOMO and LUMO (alpha / beta) is 0.1611 / 0.1615 Eh. For the HOMO energy (alpha / beta), the calculation gives -0.4133 / -0.4133 hartree. For the energy above the lowest of the compared OMol25 structures with the same formula, charge and spin, the calculation gives 0.0 kJ/mol. The molecular weight is 428.4 g/mol. The expectation value of S² is 3.846.

```
! RIJCOSX wB97M-V def2-TZVPD def2/J DEFGRID3
* xyz 1 4
V 1.4732 -4.2303 -2.2498
C 0.9541 -1.2182 -0.8817
O 0.8342 -2.5238 -1.3192
H 0.2165 -0.5544 -1.3443
H 0.7153 -1.1296 0.1905
H 1.9680 -0.8176 -0.9633
C -1.5559 -2.9726 2.4475
C -1.0775 -4.3340 2.9021
O -1.0171 -4.6586 4.0524
C -0.7641 -5.3273 1.8136
H -1.3589 -2.2919 3.2818
H -2.6322 -2.9700 2.3062
H -0.9493 -2.5586 1.6431
H -1.1645 -5.0257 0.8433
H -1.0859 -6.3229 2.1121
H 0.3222 -5.3913 1.6720
F -6.5907 -0.0802 0.1058
C -5.4638 -0.7544 -0.1032
C -5.3577 -2.0454 0.3777
C -4.2110 -2.8007 0.1717
C -3.1636 -2.1733 -0.4802
C -3.2116 -0.8547 -0.9164
C -4.3879 -0.1501 -0.7270
H -6.2427 -2.3896 0.9025
H -4.1270 -3.8380 0.4610
H -2.2054 -2.6569 -0.6543
H -2.3840 -0.3396 -1.3834
H -4.4225 0.9156 -0.9246
F -2.6770 2.6245 -1.5402
C -1.4257 3.1238 -1.4890
C -0.4069 2.4141 -0.8914
C 0.8862 2.9065 -0.9263
C 1.1721 4.0406 -1.6742
C 0.1568 4.7053 -2.3456
C -1.1562 4.2797 -2.2000
H -0.6652 1.5536 -0.2824
H 1.7099 2.3941 -0.4446
H 2.2100 4.2993 -1.8405
H 0.3867 5.5192 -3.0187
H -1.9645 4.7793 -2.7179
F 4.5033 4.5985 1.7316
C 4.6706 3.4340 1.1001
C 5.6432 3.3508 0.1193
C 5.8973 2.1161 -0.4598
C 5.1432 1.0089 -0.0937
C 4.1387 1.1246 0.8539
C 3.9256 2.3411 1.4866
H 6.0874 4.2406 -0.3049
H 6.6455 1.9418 -1.2211
H 5.2789 0.0547 -0.5894
H 3.5434 0.2648 1.1363
H 3.1864 2.3785 2.2757
*
```

Results of the Löwdin charge analysis, in e, for atoms 1 through 8: atom 1 (V): 1.326, atom 2 (C): -0.209, atom 3 (O): -0.394, atom 4 (H): 0.075, atom 5 (H): 0.088, atom 6 (H): 0.079, atom 7 (C): -0.014, atom 8 (C): -0.504


Entry from the OMol25 dataset: a structure of composition C21H31INO2P2Y at a distorted geometry (ωB97M-V with the def2-TZVPD basis set).

The electronic energy is -55572.0311 eV. The value obtained for the gap between HOMO and LUMO is 0.2004 Eh. For the HOMO energy, the calculation gives -0.4748 hartree. The molecular weight is 607.2 g/mol.

```
! RIJCOSX wB97M-V def2-TZVPD def2/J DEFGRID3
* xyz 2 1
C 0.0675 0.3651 -8.3457
C 0.0742 1.1341 -7.0516
H 0.0710 1.0775 -9.1775
H -0.8274 -0.2575 -8.4147
H 0.9543 -0.2687 -8.4172
O 0.0853 2.3298 -6.8953
I 0.0619 -0.1328 -5.2461
Y 0.0196 -0.4217 -0.1857
P 2.5328 0.3271 -1.0109
C 3.5654 1.5849 -0.1941
C 3.3583 -1.1943 -0.4163
H 4.4246 -1.1079 -0.6628
H 4.2762 0.2460 -2.6751
H 2.9425 -2.0848 -0.9092
H 2.6992 -0.3025 -3.3610
H 3.3470 1.6172 0.8815
H 3.2450 -1.3290 0.6680
C 3.1916 0.4285 -2.7072
H 4.6276 1.3421 -0.3482
H 2.9960 1.4255 -3.1224
H 3.3456 2.5746 -0.6154
P -2.4075 0.4593 -1.0099
C -3.5080 1.6857 -0.2342
C -3.0572 0.4742 -2.7111
H -2.7665 -1.9807 -0.8740
H -4.2571 -1.0231 -0.5999
H -3.0458 -1.2094 0.7072
C -3.1823 -1.0894 -0.3782
H -2.5651 -0.2906 -3.3256
H -4.1432 0.3000 -2.6741
H -4.5477 1.4682 -0.5248
H -3.2353 2.6940 -0.5790
H -2.8517 1.4486 -3.1719
H -3.4211 1.6570 0.8616
C 0.2270 1.8734 -0.2622
O 0.4090 2.9976 0.0093
C -0.5341 2.3869 5.2937
C -1.1648 2.6582 4.0707
C -0.9344 1.8373 2.9588
C -0.1476 0.6741 3.1025
C 0.5136 0.4256 4.3251
C 0.3085 1.2733 5.4163
N -0.0784 -0.2631 2.0598
C 0.0286 -1.6515 2.4302
C 1.2923 -2.2698 2.6094
C 1.3530 -3.5685 3.1193
C 0.1815 -4.2800 3.4126
C -1.0672 -3.6833 3.1832
C -1.1537 -2.3888 2.6759
H -0.7089 3.0408 6.1558
H -1.8299 3.5182 3.9841
H -1.3981 2.0576 1.9925
H 1.1564 -0.4562 4.4105
H 0.8145 1.0586 6.3620
H 2.2096 -1.7076 2.3915
H 2.3248 -4.0438 3.2839
H 0.2367 -5.2833 3.8479
H -1.9828 -4.2408 3.3983
H -2.1251 -1.9119 2.4897
*
```

Results of the Löwdin charge analysis, in e, for atoms 1 through 8: atom 1 (C): -0.086, atom 2 (C): -0.783, atom 3 (H): 0.102, atom 4 (H): 0.091, atom 5 (H): 0.091, atom 6 (O): 0.033, atom 7 (I): 0.724, atom 8 (Y): 1.171


Entry from the OMol25 dataset: a structure of composition C41H19BiCl5N9S at a distorted geometry (ωB97M-V with the def2-TZVPD basis set).

The electronic energy is -135518.1645 eV. The value obtained for the gap between HOMO and LUMO (alpha / beta) is 0.1698 / 0.1822 Eh. For the HOMO energy (alpha / beta), the calculation gives -0.2284 / -0.2391 hartree. For the energy above the lowest of the compared OMol25 structures with the same formula, charge and spin, the calculation gives 565.8 kJ/mol. The molecular weight is 1056.0 g/mol.

```
! RIJCOSX wB97M-V def2-TZVPD def2/J DEFGRID3
* xyz 0 1
Bi -0.3894 -0.4050 0.1113
C -0.2621 -5.9686 0.6250
C 0.9720 -6.3848 1.2073
C 2.1172 -5.6683 1.4262
C 2.2507 -4.3615 0.9649
C 2.3775 -3.0324 1.1851
N -0.1409 -3.5450 0.0959
C 0.7095 -3.1694 -1.0075
N 0.6872 -2.7015 -2.1707
C -0.0732 -1.7867 -2.7635
C -0.3622 -1.6175 -4.1559
C -0.2108 -2.4523 -5.2586
C -0.5504 -1.9595 -6.5008
C -1.0539 -0.6637 -6.6466
C -1.2276 0.1721 -5.5607
C -0.8804 -0.3024 -4.2986
C -0.8272 0.3069 -2.9958
N -0.8780 1.5918 -2.7460
C -0.3888 2.1664 -1.6766
N 0.1940 1.5677 -0.5707
C 0.7610 2.5261 0.2184
N 1.5365 2.3973 1.2674
C 2.0736 1.2886 1.7064
N 1.8368 0.0153 1.3063
C 2.7676 -0.7869 1.8842
N 2.9748 -2.0753 1.7948
C 3.6491 0.0057 2.7294
C 4.7601 -0.3181 3.4864
C 5.4028 0.7137 4.1504
C 4.9508 2.0278 4.0496
C 3.8352 2.3540 3.2966
C 3.1843 1.3245 2.6430
C 0.4843 3.8111 -0.3564
C 0.8000 5.0896 0.0766
C 0.4064 6.1462 -0.7163
C -0.2635 5.9357 -1.9248
C -0.5776 4.6645 -2.3631
C -0.2213 3.5895 -1.5560
N -0.4250 -0.6656 -2.1042
C 1.3638 -3.5139 0.1638
C -0.7400 -4.7872 0.1444
H -0.9890 -6.7699 0.5644
H 0.9673 -7.4043 1.5742
H 2.9219 -6.0893 2.0123
H 0.1586 -3.4578 -5.1320
H -0.4352 -2.5829 -7.3754
H -1.3191 -0.3230 -7.6374
H -1.6297 1.1670 -5.6701
H 5.1121 -1.3351 3.5373
H 6.2810 0.5066 4.7452
H 5.4851 2.8144 4.5622
H 3.4841 3.3699 3.2079
H 1.3213 5.2300 1.0103
H 0.6132 7.1557 -0.3947
H -0.5342 6.7971 -2.5199
H -1.0811 4.5019 -3.3011
H -1.7385 -4.7696 -0.2767
Cl -2.0970 2.9191 0.9302
C -3.1101 1.6546 0.3616
C -2.5871 0.4175 0.0186
C -3.4946 -0.5851 -0.2898
Cl -2.9020 -2.1489 -0.6793
C -4.8740 -0.3970 -0.2485
Cl -5.9525 -1.7040 -0.5181
C -5.3708 0.8692 0.0560
Cl -7.0600 1.1499 0.1267
C -4.4853 1.9058 0.3364
Cl -5.0798 3.4746 0.6916
S -0.6257 0.1333 5.2057
C -2.0932 0.8586 4.6784
C -2.3102 0.5755 3.3689
N -1.3499 -0.1797 2.7844
C -0.4182 -0.4906 3.6154
H -2.6984 1.4278 5.3539
H -3.1583 0.8790 2.7851
H 0.4265 -1.0955 3.3553
*
```

Results of the Löwdin charge analysis, in e, for atoms 1 through 8: atom 1 (Bi): 1.857, atom 2 (C): -0.083, atom 3 (C): -0.090, atom 4 (C): -0.053, atom 5 (C): -0.040, atom 6 (C): -0.110, atom 7 (N): 0.011, atom 8 (C): -0.218


The highest molecular weight belongs to which entry? C41H19BiCl5N9S